Formula: C13H22N3O
Source: OMol25
Level of theory: ωB97M-V/def2-TZVPD

Geometry (Å):
1 C -0.63 1.74 0.94
2 H -0.34 1.71 -0.22
3 H -0.19 2.78 1.22
4 H -0.05 0.92 1.30
5 C -2.16 1.39 0.97
6 N -2.90 0.39 0.50
7 C -2.89 -0.96 1.19
8 H -2.56 -0.72 1.96
9 C -1.91 -1.85 0.27
10 N -0.42 -1.60 0.45
11 C 0.16 -0.83 -0.56
12 O -0.37 -0.78 -1.79
13 C 1.67 -0.82 -0.44
14 C 2.46 -1.09 0.72
15 C 3.76 -0.83 0.67
16 C 4.23 0.06 0.02
17 C 3.57 0.48 -1.07
18 C 2.18 0.21 -1.15
19 H 1.70 0.75 -2.09
20 H 3.93 1.38 -1.71
21 N 5.69 0.47 -0.08
22 H 5.86 1.19 -0.62
23 H 5.91 1.09 0.95
24 H 6.27 -0.30 0.16
25 H 4.38 -1.07 1.33
26 H 2.13 -1.88 1.37
27 H -0.05 -1.73 1.38
28 H -1.99 -2.68 0.83
29 H -2.16 -2.01 -0.59
30 H -3.77 -1.32 1.03
31 C -3.00 0.70 -1.03
32 C -4.35 -0.07 -1.59
33 H -4.26 -1.09 -1.35
34 H -5.18 0.21 -0.90
35 H -4.51 0.14 -2.50
36 H -3.00 1.86 -1.17
37 H -2.14 0.17 -1.71
38 H -2.69 2.50 1.08
39 H -2.36 1.49 2.22

Summary:
SMILES   CCN(CC)CCNC(=O)c1ccc([NH3+])cc1
Calculated total energy   -20336.079 eV
Kohn-Sham gap   0.21536 Ha
Relative energy (zero: lowest compared OMol25 entry of this formula, charge and spin)   12.6000 eV
E_LUMO   -4.2 eV
Total charge   +1

---

Formula: C42H128N6O19
Source: OMol25
Level of theory: ωB97M-V/def2-TZVPD

Geometry (Å):
1 C -4.70 3.74 2.43
2 C -5.79 4.00 3.54
3 C -7.11 4.46 2.98
4 O -5.96 2.89 4.35
5 H -3.79 3.28 2.81
6 H -4.43 4.68 1.94
7 H -5.05 2.93 1.79
8 H -5.46 4.77 4.25
9 H -7.38 3.81 2.15
10 H -7.00 5.47 2.61
11 H -7.79 4.45 3.83
12 H -5.16 2.37 4.48
13 C -0.33 -4.27 -7.03
14 C -0.75 -5.14 -8.18
15 C -0.44 -4.38 -9.44
16 O 0.05 -6.30 -8.13
17 H -0.77 -3.27 -7.05
18 H 0.73 -4.06 -7.12
19 H -0.57 -4.81 -6.11
20 H -1.79 -5.44 -8.07
21 H -0.92 -3.40 -9.39
22 H -0.89 -4.92 -10.27
23 H 0.62 -4.27 -9.63
24 H -0.23 -6.79 -7.36
25 C 6.46 0.78 0.32
26 C 5.41 0.62 -0.79
27 C 5.23 1.95 -1.54
28 O 5.92 -0.37 -1.68
29 H 6.79 -0.22 0.60
30 H 6.04 1.24 1.22
31 H 7.36 1.32 0.03
32 H 4.44 0.23 -0.45
33 H 4.60 1.84 -2.42
34 H 6.23 2.22 -1.90
35 H 4.92 2.80 -0.93
36 H 6.23 -1.06 -1.09
37 C -7.72 2.54 -5.83
38 C -6.24 2.23 -5.57
39 C -5.79 0.79 -5.84
40 O -5.37 3.18 -6.26
41 H -8.45 1.93 -5.28
42 H -7.89 2.36 -6.89
43 H -8.12 3.53 -5.59
44 H -6.24 2.45 -4.50
45 H -5.81 0.63 -6.91
46 H -6.45 0.06 -5.36
47 H -4.75 0.67 -5.54
48 H -4.47 3.04 -5.97
49 C -5.62 -8.73 -4.22
50 C -5.79 -7.94 -2.95
51 C -4.47 -7.34 -2.54
52 O -6.68 -6.85 -3.18
53 H -6.63 -9.04 -4.50
54 H -5.08 -9.65 -4.04
55 H -5.17 -8.16 -5.03
56 H -6.18 -8.68 -2.24
57 H -3.69 -8.10 -2.51
58 H -4.68 -6.92 -1.56
59 H -4.19 -6.60 -3.28
60 H -6.88 -6.36 -2.38
61 C -8.20 -0.40 -0.33
62 C -9.72 -0.68 -0.31
63 C -10.07 -1.46 -1.50
64 O -10.07 -1.47 0.82
65 H -8.00 0.04 0.65
66 H -7.86 0.35 -1.04
67 H -7.63 -1.31 -0.50
68 H -10.39 0.18 -0.20
69 H -9.84 -0.94 -2.43
70 H -11.14 -1.67 -1.45
71 H -9.61 -2.44 -1.61
72 H -9.87 -0.97 1.62
73 O 0.76 2.28 7.49
74 H 1.29 1.63 7.95
75 H 0.33 2.77 8.19
76 O -0.45 3.28 -6.18
77 H 0.04 3.31 -7.00
78 H -0.20 4.08 -5.72
79 O -5.44 -2.49 3.77
80 H -5.36 -2.55 4.72
81 H -4.69 -1.98 3.50
82 O -7.80 -4.56 1.12
83 H -8.51 -3.93 1.19
84 H -7.13 -4.24 1.72
85 O 1.64 -7.11 -1.55
86 H 1.99 -6.30 -1.91
87 H 2.21 -7.31 -0.81
88 O 2.51 -3.08 -2.64
89 H 1.74 -2.54 -2.49
90 H 3.25 -2.49 -2.53
91 O -2.22 0.44 5.81
92 H -1.46 1.00 5.92
93 H -2.01 -0.35 6.31
94 C 5.78 3.65 7.29
95 C 5.27 4.82 8.17
96 C 6.38 5.35 9.12
97 O 7.03 4.38 9.90
98 C 6.13 3.69 10.78
99 N 4.85 5.93 7.29
100 H 5.00 3.36 6.58
101 H 6.01 2.74 7.83
102 H 6.72 3.84 6.77
103 H 4.44 4.39 8.73
104 H 5.97 6.21 9.64
105 H 7.23 5.69 8.53
106 H 5.30 3.24 10.24
107 H 5.84 4.36 11.60
108 H 6.63 2.85 11.27
109 H 4.29 6.60 7.79
110 H 4.09 5.62 6.71
111 C 3.41 0.44 -7.47
112 C 3.28 0.14 -8.98
113 C 3.15 1.36 -9.93
114 O 1.97 2.09 -9.58
115 C 1.58 3.12 -10.44
116 N 4.52 -0.65 -9.24
117 H 2.55 0.91 -7.00
118 H 4.23 1.04 -7.08
119 H 3.52 -0.53 -6.99
120 H 2.40 -0.44 -9.23
121 H 2.95 1.01 -10.94
122 H 4.01 2.03 -9.89
123 H 1.20 2.73 -11.38
124 H 2.38 3.86 -10.57
125 H 0.68 3.62 -10.08
126 H 4.48 -1.57 -8.83
127 H 4.38 -0.89 -10.21
128 C 0.31 10.00 -6.90
129 C -0.15 8.60 -6.51
130 C 0.06 8.39 -4.97
131 O 0.39 7.03 -4.66
132 C 0.30 6.64 -3.26
133 N -1.48 8.42 -7.04
134 H 1.39 9.88 -6.99
135 H 0.08 10.74 -6.14
136 H -0.06 10.46 -7.81
137 H 0.42 7.85 -7.05
138 H -0.78 8.73 -4.36
139 H 0.91 9.02 -4.68
140 H 1.20 6.91 -2.71
141 H 0.19 5.57 -3.37
142 H -0.57 6.92 -2.67
143 H -1.77 7.46 -6.90
144 H -2.20 8.93 -6.54
145 C -1.78 -1.78 -0.70
146 C -1.19 -0.36 -0.58
147 C -0.17 -0.17 0.57
148 O 0.39 1.13 0.51
149 C 1.04 1.46 1.70
150 N -0.55 -0.01 -1.80
151 H -2.13 -1.89 -1.73
152 H -2.54 -2.06 0.04
153 H -1.00 -2.54 -0.70
154 H -2.06 0.27 -0.38
155 H 0.53 -1.00 0.45
156 H -0.70 -0.37 1.50
157 H 1.41 2.49 1.70
158 H 1.85 0.80 1.99
159 H 0.36 1.56 2.55
160 H 0.06 0.78 -1.68
161 H -1.16 0.31 -2.54
162 C 9.38 -0.77 9.65
163 C 8.53 -2.05 9.70
164 C 8.23 -2.61 8.32
165 O 7.05 -1.98 7.77
166 C 7.02 -2.19 6.36
167 N 9.29 -3.05 10.46
168 H 10.36 -1.05 9.27
169 H 9.66 -0.45 10.65
170 H 9.00 -0.02 8.95
171 H 7.67 -1.79 10.31
172 H 8.03 -3.68 8.41
173 H 9.11 -2.56 7.69
174 H 6.11 -1.70 6.00
175 H 6.87 -3.23 6.09
176 H 7.85 -1.73 5.83
177 H 10.07 -3.33 9.88
178 H 9.73 -2.70 11.30
179 C -1.28 -5.64 6.24
180 C -0.11 -4.84 6.85
181 C 1.01 -4.60 5.81
182 O 1.70 -5.75 5.33
183 C 2.35 -6.60 6.35
184 N -0.64 -3.64 7.49
185 H -2.17 -5.76 6.85
186 H -0.99 -6.66 5.98
187 H -1.65 -5.12 5.36
188 H 0.35 -5.39 7.67
189 H 1.76 -3.96 6.27
190 H 0.53 -4.07 4.99
191 H 3.08 -6.10 6.98
192 H 2.87 -7.44 5.91
193 H 1.53 -6.97 6.97
194 H 0.14 -3.18 7.95
195 H -1.22 -3.86 8.28

Summary:
Calculated total energy   -93465.317 eV
Kohn-Sham gap   0.33099 Ha
E_LUMO   -0.3 eV

---

Formula: C32H39F9N3O3PS
Source: OMol25
Level of theory: ωB97M-V/def2-TZVPD

Geometry (Å):
1 C -4.60 0.22 -4.53
2 C -3.57 -0.89 -5.04
3 C -2.13 -0.73 -4.44
4 C -1.99 -0.22 -3.06
5 C -0.66 0.00 -2.44
6 C 0.50 -0.33 -3.26
7 C 0.40 -0.86 -4.64
8 C -0.92 -1.05 -5.26
9 P -1.07 -1.66 -7.02
10 N -0.69 -0.45 -8.01
11 S 2.14 -0.06 -2.51
12 C 1.74 -0.29 -0.73
13 C 2.81 -0.83 0.10
14 C 4.20 -1.24 -0.45
15 C 5.25 0.02 -0.20
16 C 6.42 0.15 -1.34
17 O 5.17 1.10 -1.18
18 C 2.55 -1.04 1.52
19 C 3.60 -1.65 2.52
20 C 3.45 -3.25 2.63
21 C 2.01 -3.60 3.16
22 C 1.81 -5.10 3.60
23 C 0.51 -5.14 4.53
24 N -0.71 -5.53 3.75
25 C 1.23 -0.66 2.05
26 C 0.15 -0.11 1.21
27 C -1.20 0.24 1.91
28 F -2.00 1.13 1.22
29 F -1.93 -0.97 1.97
30 C -1.06 0.77 3.39
31 F 0.05 1.60 3.53
32 F -0.86 -0.24 4.32
33 C -2.28 1.62 3.93
34 F -2.01 1.83 5.28
35 F -2.34 2.89 3.39
36 C -3.69 0.91 3.88
37 F -4.40 1.15 2.74
38 F -4.45 1.49 4.90
39 F -3.67 -0.42 4.15
40 C 0.39 0.07 -0.25
41 N -0.67 0.56 -1.11
42 C -0.68 2.06 -1.27
43 C 0.27 2.85 -0.30
44 C 0.14 4.40 -0.73
45 C -0.05 5.37 0.49
46 O -1.17 5.05 1.32
47 C -2.38 5.35 0.72
48 C -3.58 4.37 1.02
49 O -2.61 6.32 0.03
50 H -5.09 0.70 -5.43
51 H -5.39 -0.29 -3.93
52 H -4.11 1.06 -3.97
53 H -3.49 -0.73 -6.15
54 H -4.02 -1.90 -4.85
55 H -2.94 0.03 -2.52
56 H 1.32 -1.08 -5.22
57 H -2.43 -1.99 -7.33
58 H -0.17 -2.72 -7.30
59 H 0.09 -0.72 -8.61
60 H 4.66 -2.11 0.10
61 H 4.23 -1.41 -1.56
62 H 5.54 0.27 0.89
63 H 7.12 0.92 -0.94
64 H 6.14 0.01 -2.41
65 H 4.65 -1.38 2.25
66 H 3.40 -1.27 3.56
67 H 3.63 -3.67 1.60
68 H 4.19 -3.67 3.38
69 H 1.76 -2.86 3.96
70 H 1.30 -3.41 2.29
71 H 1.53 -5.70 2.69
72 H 2.68 -5.55 4.13
73 H 0.30 -4.09 4.91
74 H 0.65 -5.79 5.43
75 H -1.42 -5.83 4.43
76 H -1.12 -4.71 3.30
77 H 1.09 -0.83 3.14
78 H -0.51 2.31 -2.34
79 H -1.73 2.40 -1.02
80 H 1.36 2.61 -0.46
81 H -0.03 2.79 0.77
82 H -0.81 4.48 -1.34
83 H 0.96 4.70 -1.43
84 H 0.89 5.39 1.10
85 H -0.15 6.41 0.06
86 H -3.23 3.32 0.88
87 H -3.82 4.51 2.11
88 H -4.46 4.58 0.36

Summary:
SMILES   CCc1cc2c(cc1[PH2]=N)Sc1c(C[C@H]3CO3)c(CCCCCN)cc(C(F)(F)C(F)(F)C(F)(F)C(F)(F)F)c1N2CCCCOC(C)=O
Calculated total energy   -89003.237 eV
Kohn-Sham gap   0.29969 Ha
E_LUMO   0.0 eV

---

Formula: C19H22BaN4O2Se3Si
Source: OMol25
Level of theory: ωB97M-V/def2-TZVPD

Geometry (Å):
1 Ba 0.66 -0.16 0.01
2 Se 3.88 0.68 2.71
3 Se 2.90 -0.91 4.05
4 C 1.09 -0.25 4.13
5 C 0.33 -0.64 5.23
6 C -0.95 -0.15 5.35
7 C -1.43 0.72 4.38
8 C -0.60 1.05 3.33
9 N 0.64 0.56 3.19
10 C 4.37 -0.41 1.19
11 C 5.56 -0.08 0.55
12 C 5.96 -0.86 -0.51
13 C 5.18 -1.94 -0.89
14 C 4.00 -2.16 -0.19
15 N 3.60 -1.41 0.83
16 H 0.76 -1.30 5.98
17 H -1.56 -0.43 6.19
18 H -2.42 1.15 4.45
19 H -0.94 1.71 2.54
20 H 6.15 0.76 0.89
21 H 6.88 -0.63 -1.04
22 H 5.45 -2.58 -1.71
23 H 3.34 -2.97 -0.48
24 O -1.14 -1.64 0.31
25 N -2.34 -1.24 0.50
26 N -2.46 0.02 0.51
27 O -1.45 0.83 0.34
28 C -3.77 0.58 0.70
29 C -3.88 1.96 0.71
30 C -5.13 2.53 0.90
31 C -6.24 1.73 1.09
32 C -6.11 0.35 1.08
33 C -4.87 -0.24 0.88
34 H -3.00 2.57 0.56
35 H -5.23 3.61 0.91
36 H -7.22 2.18 1.23
37 H -6.98 -0.28 1.21
38 H -4.76 -1.31 0.87
39 C -0.57 0.69 -3.67
40 Si 1.12 -0.05 -4.05
41 C 0.93 -1.87 -4.46
42 C 1.84 0.82 -5.55
43 Se 2.50 0.22 -2.30
44 H -1.22 0.69 -4.55
45 H -0.46 1.72 -3.34
46 H -1.10 0.14 -2.89
47 H 0.42 -2.02 -5.41
48 H 0.37 -2.41 -3.69
49 H 1.92 -2.33 -4.53
50 H 1.26 0.62 -6.45
51 H 2.86 0.48 -5.71
52 H 1.88 1.90 -5.39

Summary:
Calculated total energy   -234726.418 eV
Kohn-Sham gap   0.25678 Ha
Relative energy (zero: lowest compared OMol25 entry of this formula, charge and spin)   0.0000 eV
E_LUMO   -0.1 eV

---

Formula: C31H44ClN3O3RuSSi3
Source: OMol25
Level of theory: ωB97M-V/def2-TZVPD

Geometry (Å):
1 Ru -0.16 0.20 -0.09
2 C 1.59 -6.77 4.17
3 C 0.84 -5.61 3.59
4 C -0.56 -5.62 3.55
5 C -1.26 -4.53 3.06
6 C -0.57 -3.43 2.59
7 C 0.81 -3.40 2.61
8 C 1.50 -4.49 3.11
9 S -1.54 -2.08 1.97
10 O -2.45 -1.69 3.03
11 O -2.10 -2.47 0.70
12 N -0.50 -0.88 1.69
13 C -0.26 0.01 2.78
14 C 0.11 -0.40 4.15
15 C -0.14 0.77 5.03
16 C -0.27 2.89 4.32
17 C -0.17 3.27 2.88
18 C -0.16 4.48 2.27
19 C -0.35 4.53 0.88
20 C -0.57 3.34 0.14
21 N -0.59 2.14 0.67
22 C -0.35 2.03 2.09
23 H 1.68 -6.68 5.25
24 H 2.59 -6.84 3.76
25 H 1.07 -7.71 3.96
26 H -1.10 -6.48 3.92
27 H -2.35 -4.55 3.05
28 H 1.34 -2.54 2.23
29 H 2.59 -4.47 3.13
30 H 0.68 -1.27 4.41
31 H -0.32 0.50 6.07
32 H -0.53 3.73 4.96
33 H -0.05 5.40 2.84
34 H -0.35 5.46 0.34
35 H -0.71 3.40 -0.93
36 C 0.62 -3.06 -0.75
37 O 0.37 -1.68 -1.04
38 Si 0.84 -0.98 -2.51
39 C 2.72 -1.10 -2.47
40 C 0.19 -1.89 -4.00
41 C 0.05 0.68 -2.08
42 Si 1.24 2.04 -2.70
43 C 1.65 1.67 -4.51
44 C 2.78 2.13 -1.63
45 C 0.51 3.78 -2.82
46 Si -1.79 0.79 -2.65
47 C -2.76 2.29 -2.04
48 C -1.92 0.92 -4.52
49 C -2.71 -0.70 -1.98
50 H 0.57 -3.61 -1.69
51 H -0.16 -3.42 -0.09
52 H 1.60 -3.17 -0.31
53 H 2.99 -2.11 -2.78
54 H 3.09 -0.96 -1.45
55 H 3.26 -0.42 -3.11
56 H 0.72 -2.84 -4.13
57 H 0.38 -1.30 -4.89
58 H -0.88 -2.10 -3.97
59 H 1.94 0.65 -4.76
60 H 2.45 2.32 -4.85
61 H 0.77 1.91 -5.11
62 H 3.67 1.80 -2.16
63 H 2.70 1.52 -0.71
64 H 2.95 3.16 -1.31
65 H -0.53 3.82 -3.14
66 H 1.09 4.28 -3.61
67 H 0.63 4.39 -1.93
68 H -2.38 3.25 -2.39
69 H -2.90 2.34 -0.96
70 H -3.75 2.17 -2.48
71 H -1.45 1.84 -4.86
72 H -2.97 0.97 -4.80
73 H -1.47 0.09 -5.07
74 H -2.52 -0.98 -0.93
75 H -2.53 -1.61 -2.55
76 H -3.78 -0.48 -2.04
77 Cl 3.60 2.10 4.71
78 C 2.05 1.76 4.03
79 C 0.87 1.98 4.91
80 C -1.22 1.65 4.34
81 C -1.30 1.13 2.90
82 N 0.73 1.00 2.18
83 C 1.98 1.30 2.78
84 H 1.19 2.35 5.88
85 H -2.18 1.76 4.83
86 H -2.29 0.93 2.51
87 H 2.86 1.14 2.18

Summary:
Calculated total energy   -93038.998 eV
Kohn-Sham gap (alpha / beta)   0.27648 / 0.24190 Ha
Multiplicity   6
Relative energy (zero: lowest compared OMol25 entry of this formula, charge and spin)   4.5884 eV
E_LUMO (alpha / beta)   -3.1 / -4.9 eV
Total charge   +1